1.
Density functional theory data (the ωB97M-V functional and the def2-TZVPD basis) for C24H20ClN2O7OsPS2 as an isolated structure.

CARTESIAN COORDINATES (ANGSTROEM)
Os1 0.37859 0.43288 -1.26486
O1 -1.47516 3.49088 -0.79712
Cl1 -1.48711 2.41664 -1.68364
O2 -2.28148 2.55899 -2.81449
O3 -1.66152 1.08843 -0.98357
O4 0.02012 2.14046 -2.14507
O5 1.93769 -2.22892 -2.34389
S1 2.73047 -1.42039 -1.46108
O6 1.88262 -1.61013 0.00515
O7 2.24831 0.10393 -1.65061
C1 2.57738 -1.07771 1.09643
C2 3.71912 -1.68994 1.56544
C3 4.41329 -1.08899 2.61040
C4 3.96963 0.10536 3.16377
C5 2.81375 0.70576 2.69109
C6 2.09753 0.10320 1.65535
P1 0.49887 0.71677 1.16644
C7 -0.77702 -0.11491 2.10619
C8 -0.51508 -0.26580 3.47288
C9 -1.44867 -0.88073 4.28804
C10 -2.63593 -1.35811 3.74727
C11 -2.89334 -1.21602 2.39137
C12 -1.96877 -0.59384 1.56736
C13 0.47609 2.47416 1.40232
C14 1.48838 3.24481 0.81505
C15 1.46597 4.61770 0.96370
C16 0.44832 5.21647 1.70087
C17 -0.55233 4.45099 2.28745
C18 -0.55512 3.07652 2.12663
H1 4.06028 -2.61514 1.12060
H2 5.31267 -1.55505 2.98871
H3 4.51999 0.56816 3.97089
H4 2.46635 1.63024 3.13491
H5 0.41394 0.08564 3.90382
H6 -1.24511 -0.99575 5.34358
H7 -3.36163 -1.84330 4.38575
H8 -3.81995 -1.58478 1.97337
H9 -2.20104 -0.47010 0.52113
H10 2.29579 2.77185 0.26421
H11 2.24130 5.22453 0.51717
H12 0.43877 6.29091 1.82391
H13 -1.32856 4.93050 2.86715
H14 -1.33951 2.47338 2.56645
N1 -3.05763 -4.32759 -5.10134
C19 -1.91358 -3.67923 -5.36227
S2 -0.96083 -3.96636 -6.65653
C20 -1.49963 -2.66872 -4.33288
C21 -1.86822 -2.75939 -2.99385
C22 -1.40224 -1.82954 -2.08934
N2 -0.61607 -0.82092 -2.47888
C23 -0.24214 -0.70943 -3.77306
C24 -0.67036 -1.61125 -4.71130
H15 -3.36593 -5.02571 -5.76126
H16 -3.69608 -4.06146 -4.37139
H17 -2.47796 -3.56826 -2.61576
H18 -1.64301 -1.88027 -1.03648
H19 0.40479 0.12016 -4.03331
H20 -0.35901 -1.52158 -5.74283

LUMO level, eV: -8.44
E_HOMO, eV: -13.35
Energy, Ha: -3250.47435
Net charge: +2
Largest force on an atom, eV/Å: 0.945
Energy above the lowest of the compared OMol25 structures with the same formula, charge and spin, kJ/mol: 103.88

2.
Density functional theory data (the ωB97M-V functional and the def2-TZVPD basis) for an isolated molecule of C5H11N3 in a non-equilibrium geometry.

CARTESIAN COORDINATES (ANGSTROEM)
C1 1.26605 1.64674 -0.70718
C2 -0.94357 -0.49533 1.53221
N1 -1.09945 1.67410 -0.50001
C3 -0.03212 1.01901 -0.28789
C4 0.07865 -0.33011 0.42477
N2 1.39860 -0.62879 0.87810
C5 -0.38541 -1.06730 -0.95107
N3 -1.58594 -1.40459 -1.07720
H1 -1.96262 1.19714 -0.22698
H2 1.42257 -1.46047 1.45422
H3 2.07024 -0.73384 0.11993
H4 -1.81213 -1.91193 -1.93261
H5 0.41740 -1.29198 -1.67202
H6 1.93621 1.70933 0.14537
H7 1.76055 1.05592 -1.47621
H8 1.07082 2.62617 -1.11522
H9 -0.79475 -1.43921 2.04555
H10 -0.85646 0.33285 2.23849
H11 -1.94862 -0.49771 1.10774

LUMO level, eV: 0.79
E_HOMO, eV: -8.75
Energy, Ha: -361.33935
Largest force on an atom, eV/Å: 3.127
Energy above the lowest of the compared OMol25 structures with the same formula, charge and spin, kJ/mol: 131.39

3.
Density functional theory data (the ωB97M-V functional and the def2-TZVPD basis) for an isolated molecule of C2H4NP in a non-equilibrium geometry.

CARTESIAN COORDINATES (ANGSTROEM)
C1 0.08134 -0.88039 0.25952
C2 -0.65539 0.32992 -0.08491
N1 0.39967 1.30899 -0.51130
P1 0.62179 0.70281 1.17158
H1 -0.38579 -1.52862 0.88934
H2 0.59817 -1.33389 -0.56068
H3 -1.74454 0.71646 -0.14515
H4 1.08475 0.68472 -1.01840

LUMO level, eV: 1.08
E_HOMO, eV: -9.03
Energy, Ha: -474.62457
Largest force on an atom, eV/Å: 3.247
Energy above the lowest of the compared OMol25 structures with the same formula, charge and spin, kJ/mol: 128.97

4.
Density functional theory data (the ωB97M-V functional and the def2-TZVPD basis) for a 7-piece molecular cluster, C20H55BrO9P2 overall.

CARTESIAN COORDINATES (ANGSTROEM)
C1 2.34970 -3.17372 -4.90344
C2 1.22110 -3.58178 -3.95818
C3 -0.13923 -3.28558 -4.55620
O1 -1.18601 -3.62882 -3.65755
C4 -2.24253 -2.68982 -3.54724
P1 -2.17267 -1.40370 -2.20125
C5 -1.27910 0.08420 -2.84457
C6 0.18902 0.02096 -3.31194
C7 1.05265 1.20146 -2.82403
C8 2.21147 0.75723 -1.95237
O2 1.80293 0.24788 -0.67988
P2 -0.60940 -2.18412 -0.84443
O3 -0.75744 -0.91314 0.20553
Br1 -1.96893 -3.71414 0.09349
H1 3.27179 -3.68954 -4.63699
H2 2.12617 -3.43204 -5.94082
H3 2.57426 -2.10855 -4.83898
H4 1.27361 -4.64976 -3.73618
H5 1.32097 -3.04784 -3.01149
H6 -0.21538 -2.23273 -4.83553
H7 -0.26959 -3.87305 -5.47400
H8 -3.14347 -3.25696 -3.31084
H9 -2.42301 -2.17471 -4.50021
H10 -1.35991 0.77629 -2.00068
H11 -1.92186 0.50236 -3.62371
H12 0.65133 -0.90418 -2.96173
H13 0.20872 -0.02239 -4.40154
H14 0.43799 1.91457 -2.26523
H15 1.47805 1.75045 -3.66681
H16 2.90307 1.59053 -1.80025
H17 2.76233 -0.04653 -2.44993
H18 0.85379 0.38597 -0.56232
H19 -1.35542 -1.08447 0.94384
C9 3.74468 1.99126 2.65238
C10 2.28234 2.39204 2.58972
O4 1.87833 2.72115 1.26433
H20 4.37283 2.80074 2.27822
H21 4.04438 1.75947 3.67591
H22 3.92805 1.10963 2.03368
H23 2.09971 3.27471 3.19942
H24 1.65272 1.58263 2.97683
H25 2.01339 1.93100 0.72594
C11 -6.75867 -2.00440 -0.26363
C12 -6.48355 -2.59893 -1.63170
O5 -5.15101 -3.08044 -1.74902
H26 -6.05513 -1.19790 -0.05590
H27 -7.77429 -1.61004 -0.20559
H28 -6.64457 -2.76099 0.51637
H29 -6.58591 -1.83838 -2.40546
H30 -7.19988 -3.39805 -1.85313
H31 -5.00871 -3.75904 -1.08135
C13 0.55144 6.41917 5.61682
C14 1.16684 5.23984 4.88469
O6 0.75739 3.98792 5.41532
H32 0.80755 6.38490 6.67627
H33 0.90436 7.36420 5.20142
H34 -0.53689 6.39817 5.53275
H35 2.25260 5.27447 4.97748
H36 0.91931 5.29079 3.81794
H37 -0.20283 3.93328 5.31819
C15 -4.66802 3.90003 5.82423
C16 -3.21207 3.55261 6.05696
O7 -2.34312 4.24507 5.15629
H38 -4.95420 3.66850 4.79831
H39 -5.31289 3.34018 6.50204
H40 -4.84308 4.96529 5.99265
H41 -3.03850 2.49231 5.87772
H42 -2.92404 3.76746 7.09063
H43 -2.47193 5.18951 5.29102
C17 0.51036 -0.68553 5.11087
C18 -0.82039 -0.94700 4.43529
O8 -1.87588 -0.21478 5.05148
H44 0.46157 -0.94578 6.16830
H45 1.31206 -1.25967 4.64400
H46 0.76091 0.37572 5.03431
H47 -1.10337 -1.99630 4.51217
H48 -0.75665 -0.69187 3.37067
H49 -1.64780 0.71870 4.98988
C19 5.94828 -4.20540 -6.87670
C20 6.32290 -2.80547 -6.42823
O9 5.71089 -2.44874 -5.19350
H50 4.86573 -4.29725 -6.96994
H51 6.40356 -4.44161 -7.83943
H52 6.28880 -4.94835 -6.15140
H53 5.97236 -2.06703 -7.14852
H54 7.41144 -2.70759 -6.35483
H55 6.01002 -3.06861 -4.52097

LUMO level, eV: 0.49
E_HOMO, eV: -8.13
Energy, Ha: -4728.84701
Largest force on an atom, eV/Å: 0.453

Listing Kohn-Sham gap for the structures above in their given order: 4.91, 9.54, 10.11, 8.62 eV.